ORCA calculation (ωB97M-V/def2-TZVPD) on C13H15BrN2O2 in the gas phase.

Last column: Mulliken charge in e.
Cartesian coordinates (Å):
Br 6.306 1.127 -3.858  -0.20
C 4.489 0.760 -3.426  0.13
C 3.532 0.802 -4.427  -0.48
C 2.220 0.533 -4.088  -0.73
C 1.860 0.229 -2.785  -0.45
C 2.832 0.187 -1.790  0.80
O 2.620 -0.117 -0.480  -0.42
C 1.315 -0.390 -0.028  -0.72
C 0.485 0.898 0.152  -0.42
O -0.900 0.659 0.189  -0.33
C -1.363 0.046 1.371  -0.16
C -2.897 0.070 1.334  -0.94
N -3.455 -0.603 2.470  0.22
C -3.660 -0.071 3.714  -0.20
C -4.130 -1.091 4.488  -0.48
N -4.210 -2.232 3.754  -0.64
C -3.798 -1.912 2.561  -0.01
C 4.161 0.459 -2.122  -0.56
H 3.809 1.040 -5.441  0.41
H 1.458 0.562 -4.852  0.36
H 0.823 0.030 -2.565  0.40
H 1.456 -0.895 0.931  0.38
H 0.789 -1.070 -0.709  0.40
H 0.817 1.427 1.056  0.32
H 0.642 1.552 -0.710  0.46
H -0.997 0.590 2.254  0.30
H -1.016 -0.996 1.441  0.31
H -3.237 1.109 1.314  0.29
H -3.232 -0.423 0.419  0.32
H -3.471 0.960 3.928  0.38
H -4.417 -1.079 5.520  0.40
H -3.741 -2.586 1.730  0.36
H 4.908 0.423 -1.345  0.47

lowest unoccupied orbital energy = 0.631 eV
SMILES = Brc1cccc(OCCOCCn2ccnc2)c1
HOMO energy = -0.32807 Ha
frontier orbital gap = 9.6 eV
max |F| = 0.78 eV/Å

***

ORCA calculation (ωB97M-V/def2-TZVPD) on a molecular structure, C13H15Cl16N2NbO2P at a distorted geometry.

Last column: Mulliken charge in e.
Cartesian coordinates (Å):
C -1.527 -4.464 2.273  -1.30
C -0.222 -3.873 1.730  1.03
C 0.861 -4.732 1.637  -0.58
C 2.051 -4.248 1.118  -0.96
C 2.114 -2.922 0.748  -0.18
C 1.067 -2.028 0.866  0.86
C 1.102 -0.562 0.501  -1.30
Nb 2.983 0.594 0.980  -0.01
N 3.717 -0.716 2.381  -0.64
O 2.404 2.136 -0.340  -0.76
C 3.454 2.885 -0.617  0.84
N 4.460 3.386 -0.949  -0.59
P 1.949 1.947 2.986  0.21
O 0.782 1.102 3.477  -0.56
C -0.137 -2.546 1.357  0.02
H -1.957 -3.798 3.033  0.30
H -1.306 -5.427 2.748  0.33
H -2.247 -4.604 1.457  0.26
H 0.798 -5.769 1.962  0.26
H 2.938 -4.871 1.015  0.37
H 3.063 -2.544 0.358  0.45
H 0.927 -0.504 -0.593  0.45
H 0.265 -0.013 0.965  0.28
H 4.551 1.520 1.118  0.07
H 3.809 -0.337 -0.366  0.01
H 4.400 -1.357 1.991  0.21
H 4.077 -0.269 3.219  0.20
H 2.922 1.907 4.039  0.00
H 1.579 3.287 2.673  0.01
H -1.013 -1.911 1.455  -0.16
C -3.488 0.428 2.318  0.30
Cl -3.583 -0.752 0.995  -0.13
Cl -4.001 2.012 1.713  -0.10
Cl -4.576 -0.074 3.629  -0.13
Cl -1.835 0.514 2.921  0.07
C 0.403 4.087 -3.226  0.18
Cl 0.884 5.404 -4.317  -0.13
Cl 1.476 4.028 -1.835  -0.12
Cl -1.256 4.360 -2.666  -0.01
Cl 0.482 2.547 -4.090  -0.02
C -5.122 3.918 -2.260  0.29
Cl -6.783 4.317 -1.790  -0.12
Cl -5.034 3.738 -4.019  -0.09
Cl -4.038 5.214 -1.743  -0.11
Cl -4.630 2.411 -1.484  0.01
C -1.353 -0.681 -5.472  0.32
Cl -1.806 -1.291 -3.878  -0.05
Cl -2.101 0.899 -5.734  -0.06
Cl 0.410 -0.539 -5.566  -0.10
Cl -1.916 -1.808 -6.719  -0.12

lowest unoccupied orbital energy = 1.709 eV
total charge = -1
HOMO energy = -0.19035 Ha
frontier orbital gap = 6.9 eV
max |F| = 3.18 eV/Å

***

ORCA calculation (ωB97M-V/def2-TZVPD) on a molecular structure, C13H15Cl5OS2SeSiTa at a distorted geometry.

Last column: Mulliken charge in e.
Cartesian coordinates (Å):
Ta 0.771 -1.208 0.399  0.51
C -1.577 -1.374 3.489  -1.43
C -0.673 -2.058 2.494  0.54
S 1.044 -1.645 2.642  -0.26
C -1.090 -2.780 1.434  0.76
C -2.519 -3.086 1.145  -1.37
S -0.079 -3.359 0.134  -0.16
H -1.047 -0.537 3.944  0.45
H -1.852 -2.071 4.313  0.34
H -2.503 -0.993 3.021  0.32
H -3.234 -2.811 1.946  0.32
H -2.617 -4.134 0.953  0.44
H -2.828 -2.584 0.256  0.33
Cl 5.429 -1.341 -5.490  -0.13
C 4.536 -1.056 -4.091  0.33
C 3.108 -1.162 -4.131  0.13
Cl 2.290 -1.625 -5.587  -0.15
C 2.350 -1.036 -2.971  0.39
Cl 0.645 -1.296 -2.843  -0.15
C 2.984 -0.710 -1.783  -0.11
O 2.244 -0.678 -0.643  -0.57
C 4.358 -0.536 -1.761  0.30
Cl 5.068 -0.198 -0.216  -0.15
C 5.145 -0.593 -2.909  0.10
Cl 6.849 -0.397 -2.814  -0.13
C -2.611 2.876 -0.988  -1.05
Si -1.747 2.476 0.618  0.39
C -0.237 3.522 1.024  -1.02
C -3.025 2.508 1.985  -0.97
Se -1.225 0.186 0.402  0.09
H -3.057 3.878 -1.088  0.38
H -3.397 2.140 -1.230  0.31
H -1.860 2.855 -1.786  0.31
H -0.565 4.381 1.638  0.34
H 0.272 3.949 0.158  0.34
H 0.495 2.968 1.668  0.31
H -3.337 3.539 2.172  0.38
H -2.604 1.993 2.874  0.26
H -3.905 1.998 1.620  0.29

lowest unoccupied orbital energy = -4.503 eV
total charge = +1
HOMO energy = -0.43585 Ha
frontier orbital gap = 7.4 eV
max |F| = 1.86 eV/Å

***

ORCA calculation (ωB97M-V/def2-TZVPD) on a molecular structure, C13H15ClN2O2 at a distorted geometry.

Last column: Mulliken charge in e.
Cartesian coordinates (Å):
O -0.372 0.410 1.683  -0.63
C 0.761 0.218 1.239  0.47
O 1.455 0.951 0.378  -0.15
N 0.858 2.031 -0.116  -0.63
C 0.087 1.712 -1.086  0.81
N 0.003 0.416 -1.340  -0.38
C -0.906 -0.116 -2.212  -0.79
H -0.344 -0.108 -3.500  0.21
C -2.279 0.325 -2.569  -0.50
C -2.836 0.985 -1.179  -0.46
C -2.524 2.200 -0.988  -0.60
C -0.942 2.529 -1.505  -0.92
H -0.845 2.877 -2.567  0.30
H -0.747 3.580 -1.073  0.44
H -2.427 2.626 0.017  0.33
H -3.156 3.031 -1.353  0.32
H -3.901 0.997 -1.024  0.37
H -2.425 0.338 -0.266  0.16
H -2.508 1.144 -3.415  0.27
H -3.087 -0.485 -2.745  0.32
H -0.871 -1.268 -2.243  0.36
H 0.391 2.443 0.785  0.41
C 1.522 -1.153 1.771  0.34
C 2.757 -1.445 1.373  0.21
C 3.610 -2.638 1.417  -1.00
C 2.926 -3.261 2.588  0.63
C 1.828 -2.849 3.254  -0.66
C 0.973 -1.987 2.645  -0.05
H 0.082 -1.645 3.293  0.28
H 1.270 -3.581 4.004  0.26
Cl 3.805 -4.769 3.112  -0.24
H 4.616 -2.751 1.179  0.40
H 3.223 -0.755 0.442  0.10

lowest unoccupied orbital energy = 0.117 eV
HOMO energy = -0.30649 Ha
frontier orbital gap = 8.5 eV
max |F| = 15.33 eV/Å